The following is a quantum chemistry calculation of a structure of composition C41H101CrN6O15 at a distorted geometry, from the Open Molecules 2025 dataset.

HOMO-LUMO gap (alpha / beta): 4.54 / 2.33 eV
strongest force on any atom: 0.1275 hartree/bohr
<S²>: 8.77

The geometry in ORCA input format:
```
! RIJCOSX wB97M-V def2-TZVPD def2/J DEFGRID3
* xyz 2 6
Cr 1.191 -2.188 -3.887
O 0.805 2.209 3.607
O 4.526 3.571 0.109
O 0.071 -0.588 -2.822
O -4.352 0.567 1.475
O -4.946 0.433 -2.887
O 7.123 0.561 -3.142
O -1.491 2.898 -1.859
O -5.821 -3.719 1.321
O 5.104 -4.811 -2.343
O 8.261 1.233 3.049
O 1.650 -1.556 -1.735
O 3.132 -2.122 3.059
O -9.130 2.600 -0.909
O 0.096 -3.827 -2.752
O -3.518 -0.308 5.878
N 4.964 1.558 -1.760
N -7.404 1.389 -3.506
N 2.913 -3.696 -3.571
N 5.404 0.435 2.247
N -1.145 0.826 6.408
N -3.224 -2.202 1.210
C 0.610 1.490 4.826
C 4.056 -4.120 -4.441
C 6.265 -4.613 -1.509
C -2.254 1.157 7.284
C 1.053 -4.872 -2.189
C -6.465 2.222 -2.832
C -3.636 -0.045 -2.941
C -5.591 0.851 0.858
C -9.991 2.605 0.232
C 5.971 1.752 2.460
C -3.322 -1.264 0.049
C 3.483 3.205 -0.806
C 5.377 0.180 -1.582
C -3.249 0.148 0.623
C 9.505 1.901 3.330
C -9.092 1.334 -1.616
C 0.632 -0.795 -1.724
C -0.918 3.946 -2.611
C -1.007 -3.643 -1.838
C -5.000 1.810 -3.103
C 2.197 -4.949 -3.210
C -8.750 1.615 -3.111
C -0.744 1.890 5.458
C -4.663 -0.623 5.166
C 3.572 1.797 -1.373
C 3.356 -1.012 2.212
C 7.457 1.892 2.014
C -0.039 1.695 2.530
C -7.083 -4.237 0.952
C 0.237 0.024 -0.482
C 5.364 -4.274 -3.715
C -3.358 -3.595 0.889
C -3.603 0.922 6.551
C -1.902 4.632 -3.679
C 0.269 3.416 -3.408
C 6.871 -0.002 -1.846
C 4.452 5.013 0.380
C 4.038 0.206 2.840
C -4.753 -3.993 0.328
C 2.168 -3.153 2.612
C 8.336 0.612 -3.596
H -5.026 -3.513 -0.612
H -2.879 -4.209 1.650
H -5.684 1.932 0.756
H 3.458 -3.537 -2.735
H -4.184 2.403 -2.690
H -8.956 2.665 -3.317
H 3.475 5.476 0.239
H -5.609 0.386 -0.127
H 4.705 -0.557 -2.020
H -10.132 3.599 0.657
H 4.150 0.108 3.920
H -6.389 0.651 1.573
H -4.736 -5.067 0.145
H 2.514 -0.624 1.639
H 0.050 2.543 -4.023
H -0.716 0.530 -0.638
H -5.433 -1.050 5.808
H 1.339 1.557 5.634
H -2.129 0.651 8.242
H -4.923 2.026 -4.168
H 2.466 -3.469 1.612
H -6.658 3.280 -3.007
H 0.515 4.207 -4.116
H -0.520 2.806 6.005
H 9.403 2.979 3.455
H -9.596 2.132 1.131
H 3.068 1.581 -2.315
H -2.071 4.137 -4.636
H -2.332 0.163 1.212
H -2.450 -1.528 -0.550
H 6.000 -5.410 -0.814
H 7.771 2.935 1.979
H -1.635 -2.887 -2.309
H 5.847 2.008 3.513
H 1.396 -4.712 -1.167
H 7.680 1.432 1.052
H -1.430 5.588 -3.904
H 10.104 1.521 4.158
H -10.043 0.804 -1.565
H 1.146 3.219 -2.792
H 0.602 -5.862 -2.249
H -1.119 1.764 2.656
H -6.568 2.134 -1.750
H -1.620 -4.535 -1.713
H -7.500 -3.733 0.080
H -2.986 0.926 -0.094
H -0.502 4.786 -2.054
H 8.948 -0.248 -3.325
H -9.431 1.090 -3.780
H 6.024 -0.342 2.427
H -4.439 -1.538 4.619
H 3.166 1.105 -0.635
H 10.210 1.946 2.500
H -4.328 0.753 7.347
H -3.204 0.204 -3.910
H 5.152 5.295 -0.407
H 3.721 -4.982 -5.016
H -7.742 -4.024 1.794
H 7.242 0.776 -1.180
H 0.188 2.258 1.624
H -8.476 0.552 -1.173
H -4.009 -2.030 1.822
H 3.944 -1.385 1.374
H 8.521 0.964 -4.611
H 5.458 -3.196 -3.583
H -1.569 1.970 4.750
H 5.397 2.404 1.802
H -2.854 -3.778 -0.060
H 1.115 -2.875 2.564
H -2.903 4.851 -3.307
H 7.162 -1.019 -1.583
H -3.061 0.334 -2.096
H 5.534 2.058 -1.092
H -1.505 0.047 5.875
H 0.988 0.809 -0.396
H 6.240 -3.706 -0.905
H 4.228 -3.447 -5.281
H 3.689 3.834 -1.672
H 4.896 5.087 1.372
H -7.064 -5.319 0.822
H -3.774 1.689 5.796
H 2.358 -3.983 3.293
H 0.353 -0.561 0.430
H 1.837 -5.520 -4.067
H 5.087 0.034 -0.541
H 0.075 0.656 2.223
H -3.645 -1.130 -3.045
H -2.124 2.221 7.479
H -0.899 2.151 -1.970
H 2.493 3.488 -0.449
H 0.634 0.428 4.585
H 6.106 -4.708 -4.386
H 8.875 1.179 -2.837
H 3.448 1.119 2.769
H -7.113 0.435 -3.351
H -10.973 2.228 -0.057
H -5.006 0.154 4.482
H 2.952 -5.544 -2.696
H 7.254 -4.812 -1.922
H -0.838 -3.259 -0.832
H -4.259 -1.338 -0.503
*
```

Löwdin population analysis, charges in e, atoms 1 to 5: atom 1 (Cr): 1.1600, atom 2 (O): -0.1870, atom 3 (O): -0.2606, atom 4 (O): -0.0666, atom 5 (O): -0.1864

The following is a quantum chemistry calculation of a structure of composition C41H102CuN7O16 at a distorted geometry, from the Open Molecules 2025 dataset.

HOMO-LUMO gap (alpha / beta): 7.04 / 4.50 eV
strongest force on any atom: 0.0662 hartree/bohr
relative energy (zero: lowest compared OMol25 entry of this formula, charge and spin): 0.0 kcal per mole
<S²>: 0.75

The geometry in ORCA input format:
```
! RIJCOSX wB97M-V def2-TZVPD def2/J DEFGRID3
* xyz 1 2
Cu -1.545 3.312 2.139
O -5.135 4.522 -2.757
O 1.951 2.323 -1.953
O -3.577 -1.524 -0.364
O -0.513 1.404 1.992
O 8.652 -2.606 -1.705
O -1.409 -0.399 0.936
O -2.380 1.705 0.900
O 0.829 -4.310 -0.071
O -3.810 -0.372 -6.096
O -1.877 -4.387 -4.394
O 0.372 4.259 2.245
O 1.697 0.842 -5.996
O -3.588 3.341 2.890
O 1.159 -0.958 7.943
O -0.770 -4.752 4.482
O 3.936 0.372 1.631
N 3.397 0.873 -3.826
N -2.989 -2.721 2.491
N -0.151 -2.844 -2.402
N 0.647 2.297 6.298
N -1.190 3.415 4.272
N 6.380 -0.995 -0.694
N -4.453 1.944 -3.434
C 1.219 1.384 -7.206
C 3.456 -0.189 -4.789
C -4.326 5.660 -3.111
C -3.937 -3.072 1.452
C -1.621 -5.177 -5.497
C -3.620 3.913 4.157
C -2.268 -3.902 2.936
C -1.368 -3.102 -4.557
C 3.107 1.619 -1.598
C -4.571 0.542 -5.373
C 0.403 0.843 6.531
C -3.660 1.319 -4.490
C 1.561 3.765 1.636
C -3.670 2.697 -2.500
C -4.617 3.851 2.015
C 0.657 4.842 3.541
C -4.568 -1.215 -6.822
C -4.127 -0.499 -1.174
C -4.476 -1.888 0.681
C -1.279 -3.548 4.005
C 8.082 -1.481 -2.354
C 4.540 -0.600 0.789
C 1.513 -4.779 1.052
C 0.832 1.593 -1.604
C 3.391 0.452 -2.484
C 7.607 -0.507 -1.330
C -4.530 3.703 -1.819
C 0.791 0.119 5.266
C -1.310 -2.427 -3.211
C -2.504 3.290 4.943
C -0.627 4.783 4.365
C 9.255 -3.465 -2.581
C -0.325 -2.463 -0.997
C 2.621 -0.005 2.012
C 1.190 0.380 7.728
C 3.029 0.360 -6.129
C 0.830 -2.939 -0.155
C -1.422 0.916 1.236
C -0.024 -4.574 5.673
C -0.076 -1.390 8.202
C 5.779 -0.029 0.189
H 1.958 2.939 2.226
H -5.017 -0.769 -7.725
H 5.491 0.867 -0.375
H -2.288 -2.589 -2.698
H -1.922 -2.467 -5.260
H 2.540 -4.376 1.121
H -2.887 3.292 -3.020
H -0.090 -3.867 -2.464
H -1.722 -4.340 2.079
H 0.901 0.585 -7.894
H -4.487 4.928 1.821
H 4.785 -1.503 1.388
H -3.297 5.362 -3.374
H -4.263 0.388 -0.540
H 4.341 -0.036 -2.244
H 1.976 2.021 -7.687
H -0.046 2.173 -1.881
H 0.738 -2.464 0.845
H -2.288 -2.098 2.131
H 3.690 1.195 -6.384
H 1.278 3.402 0.651
H -2.957 -4.653 3.327
H 0.825 1.465 -0.499
H -3.414 -3.661 0.663
H -0.014 -2.336 8.723
H -0.352 5.035 5.405
H -2.695 2.211 5.001
H -1.719 -3.010 4.858
H 0.087 0.417 4.478
H 6.394 0.330 1.041
H -1.318 5.550 4.001
H -5.432 -2.155 0.227
H -3.479 5.004 4.081
H -0.298 -1.370 -0.990
H 1.786 0.445 4.939
H -5.359 -1.705 -6.240
H -2.004 -4.766 -6.442
H 0.803 -0.961 5.354
H -2.416 3.655 5.976
H 9.959 -2.951 -3.258
H -1.305 -2.770 -0.594
H -3.072 2.006 -5.126
H -0.656 -0.690 8.834
H -0.461 -2.927 3.581
H -5.098 -0.763 -1.597
H -5.050 2.669 -3.850
H -5.597 3.729 2.486
H 2.311 4.548 1.528
H -4.555 3.765 4.704
H 2.983 1.318 -0.534
H -0.331 -3.125 -4.946
H -0.488 2.824 4.829
H -5.345 0.033 -4.776
H 0.910 5.890 3.378
H 0.769 -3.818 5.515
H 1.443 4.250 4.007
H 2.651 1.511 -4.066
H -4.564 3.312 1.079
H -5.357 3.249 -1.265
H -1.247 -1.336 -3.399
H -3.909 -2.005 -7.199
H 4.507 -0.493 -4.871
H 0.351 2.004 -6.999
H -4.740 -3.660 1.883
H -4.751 6.143 -3.986
H -2.957 0.608 -4.031
H -2.282 -0.627 0.373
H 2.542 -1.055 2.335
H 7.254 -1.711 -3.044
H 0.825 0.906 8.635
H 0.486 2.844 7.144
H -3.410 -0.302 -1.962
H 1.922 0.118 1.155
H 0.502 -5.504 5.899
H 3.004 -0.472 -6.850
H 2.852 -1.056 -4.483
H 0.981 -4.571 1.989
H 1.637 -5.855 0.924
H 3.952 2.313 -1.550
H 2.246 0.662 7.667
H 2.612 -0.325 -2.296
H -5.101 1.231 -6.058
H 1.620 2.406 6.011
H 7.317 0.382 -1.912
H 1.764 -2.527 -0.575
H -0.659 0.674 6.744
H 8.400 -0.227 -0.624
H -4.305 6.391 -2.284
H 3.834 -0.945 0.013
H -0.652 -4.340 6.543
H -2.103 -6.144 -5.357
H 8.869 -1.003 -2.973
H -0.694 -1.511 7.295
H 2.245 0.689 2.760
H 6.606 -1.857 -0.197
H -0.537 -5.349 -5.584
H -3.145 2.079 -1.766
H -3.995 4.362 -1.116
H 8.560 -4.054 -3.201
H 0.819 0.601 -2.067
H 9.844 -4.195 -2.019
H -4.609 -1.008 1.333
*
```

Löwdin population analysis, charges in e, atoms 1 to 5: atom 1 (Cu): 0.7935, atom 2 (O): -0.1938, atom 3 (O): -0.1706, atom 4 (O): -0.2429, atom 5 (O): -0.0176

The following is a quantum chemistry calculation of a cluster of 8 separate species, C41H102N6O2 in total at a distorted geometry, from the Open Molecules 2025 dataset.

HOMO-LUMO gap (alpha / beta): 1.48 / 8.49 eV
strongest force on any atom: 0.0492 hartree/bohr
<S²>: 0.75

The geometry in ORCA input format:
```
! RIJCOSX wB97M-V def2-TZVPD def2/J DEFGRID3
* xyz -1 2
O 1.257 4.313 -1.614
O -1.057 0.018 -0.875
N -2.218 -0.948 3.400
N -4.990 1.775 -2.620
N 2.380 -5.459 1.491
N 4.013 3.818 -2.313
N -2.539 -3.544 -3.600
N 2.951 3.648 3.961
C 3.065 -4.697 0.481
C 5.946 5.470 -2.514
C 4.821 2.681 -1.800
C 2.801 5.045 3.522
C -4.627 -1.075 2.612
C -5.004 1.654 -4.096
C -0.486 -4.738 -2.927
C -4.826 3.076 -4.666
C -1.121 -3.389 -3.247
C 1.275 4.514 -0.145
C 4.593 2.374 -0.292
C -5.593 0.531 -2.051
C 0.969 -5.700 1.296
C -2.251 -2.207 4.118
C -2.383 0.291 4.209
C 4.391 3.365 4.229
C -3.145 -0.897 2.285
C -0.246 0.505 -1.926
C 3.241 -7.816 0.815
C -3.573 1.943 -2.171
C -1.413 0.336 5.416
C -4.461 -2.495 -4.855
C 1.081 0.318 0.015
C -3.262 -2.846 -1.261
C -0.359 -0.127 0.369
C 2.410 2.688 2.990
C 3.817 3.795 -3.764
C 0.250 -6.315 2.444
C -7.108 0.537 -2.201
C -3.042 -2.347 -4.319
C 1.089 0.007 -1.472
C 2.680 -3.169 0.465
C 2.252 1.306 3.676
C -3.341 -3.863 -2.387
C 1.372 5.458 3.478
C 4.713 3.632 5.714
C -3.502 2.061 -0.658
C -2.036 -3.373 3.141
C 2.785 2.715 -4.228
C 4.574 5.077 -1.836
C 3.178 -6.660 1.808
H -0.231 1.590 -2.027
H -0.814 -6.403 2.227
H -4.578 -3.403 -5.447
H 0.497 -4.749 1.049
H 1.834 2.760 -3.696
H 4.748 3.574 -4.285
H -0.694 0.417 1.253
H 3.215 1.728 -4.060
H -4.197 2.790 -0.240
H -1.560 1.306 5.890
H 4.996 1.401 -0.012
H -4.672 -1.602 -5.443
H -5.063 -0.294 3.236
H -3.051 -1.406 -3.769
H 4.643 2.313 4.100
H -5.562 3.796 -4.307
H -0.323 -1.170 0.682
H 1.385 6.541 3.357
H 1.158 3.600 0.436
H -4.867 -2.021 3.096
H 1.126 -1.057 -1.704
H 0.551 -4.598 -2.623
H -4.389 -3.910 -2.682
H 3.183 0.751 3.799
H -0.559 -3.084 -4.130
H 5.052 3.881 3.532
H -3.184 2.882 -2.564
H 2.972 -5.140 -0.510
H -1.140 -3.167 2.555
H -3.154 -1.842 -1.671
H -2.504 2.387 -0.365
H 3.062 2.624 2.119
H -1.005 -5.259 -2.123
H 4.722 4.697 5.947
H 2.746 -7.127 2.693
H 4.610 5.109 -0.747
H 1.775 0.653 2.945
H 5.882 5.564 -3.598
H 6.694 4.702 -2.321
H -1.708 -0.406 6.158
H 1.890 0.442 -2.070
H -3.160 -4.862 -1.991
H -7.392 0.399 -3.244
H -4.272 0.987 -4.550
H -5.088 -0.353 -2.440
H -2.919 1.155 -2.546
H -1.960 -4.323 3.670
H -5.455 0.473 -0.971
H 2.281 -8.301 0.644
H 2.123 4.029 -1.916
H 3.964 -8.590 1.073
H 0.449 -5.794 3.380
H -3.204 -2.356 4.625
H -3.048 0.049 1.754
H 0.720 -6.348 0.455
H 0.449 5.162 0.148
H -2.449 -2.124 -5.206
H 4.466 1.788 -2.314
H 0.641 -7.330 2.520
H -3.886 3.527 -4.348
H 1.637 -3.002 0.197
H -2.360 -2.956 -0.658
H 3.146 5.200 2.500
H -5.197 -2.552 -4.053
H 1.388 2.952 2.719
H -5.956 1.195 -4.362
H 4.056 3.124 6.419
H 0.782 5.343 4.387
H 1.668 1.365 4.594
H 2.178 5.056 0.137
H -0.429 0.091 5.016
H 4.208 -6.343 1.970
H -0.654 0.104 -2.854
H -4.926 3.037 -5.751
H -2.096 1.136 3.584
H 6.222 6.428 -2.071
H 5.667 3.165 5.958
H 4.145 -4.796 0.593
H 1.809 -0.267 0.577
H 1.167 1.370 0.284
H 3.559 4.762 -4.195
H -0.523 -5.420 -3.777
H -1.513 -2.360 4.906
H -5.163 -1.022 1.665
H -0.972 -2.569 -2.546
H 2.472 2.841 -5.265
H 0.907 5.019 2.596
H 3.507 -7.330 -0.124
H 5.905 2.744 -1.901
H 5.110 3.100 0.336
H -7.541 1.465 -1.826
H 3.530 2.299 -0.061
H 3.437 5.675 4.143
H 3.271 -2.577 -0.234
H -4.073 -2.867 -0.533
H -3.408 0.525 4.497
H 2.802 -2.731 1.456
H -2.828 -1.608 1.522
H -2.848 -3.579 2.443
H -3.616 1.052 -0.261
H 3.879 5.910 -1.943
H -7.417 -0.322 -1.605
*
```

Löwdin population analysis, charges in e, atoms 1 to 5: atom 1 (O): -0.1506, atom 2 (O): -0.1665, atom 3 (N): -0.1709, atom 4 (N): -0.1552, atom 5 (N): -0.1729

Number 3 is which compound?
C41H102N6O2